Entry 1:
100
Properties=species:S:1:pos:R:3:forces:R:3:mulliken_charge:R:1 method="wB97M-V/def2-TZVPD" lumo_ev=-1.92 max_force_ev_per_a=1.47 homo_lumo_gap_ev=5.81 energy_ha=-4549.19183 spin_multiplicity=1 e_above_lowest_kcal_mol=13.1 e_homo_ha=-0.2840
Ru 0.230 0.139 0.654 -1.2 0.6 -0.6 -1.16
Cl -1.357 -1.747 3.707 0.0 0.0 0.1 -0.27
Cl 1.840 -1.761 3.694 0.2 -0.1 0.0 -0.33
Cl 0.321 1.147 3.535 0.0 0.1 -0.4 -0.28
S -2.133 0.206 1.135 0.0 0.1 0.4 -0.19
S -0.328 -0.747 -1.241 0.8 0.0 1.1 0.04
P 0.167 2.505 0.196 0.2 -0.7 -0.4 0.69
Si 0.243 -0.814 2.830 -0.2 -0.7 -0.4 0.57
N -5.220 -1.505 0.069 -0.3 -0.1 0.0 -0.47
N 2.268 -2.183 -0.323 -0.1 -0.3 0.2 0.95
N -2.861 -2.716 -3.017 -0.1 -0.2 -0.3 -0.56
N 3.458 -0.326 0.258 0.2 -0.3 0.5 0.89
C -0.094 2.787 -1.589 -0.2 0.1 0.0 -1.54
C -1.293 3.336 0.930 0.1 0.0 0.1 -0.42
C 0.706 -4.218 1.112 0.1 0.0 0.1 2.97
C 0.076 -5.008 -2.540 0.0 0.0 0.0 -1.63
C 1.824 -5.149 1.584 0.0 0.0 0.0 -1.59
C 5.645 0.390 3.129 -0.1 0.2 0.0 -1.63
C 6.095 0.372 -2.178 -0.1 0.0 0.0 -1.87
C 2.270 -1.983 -3.185 0.0 0.1 0.2 2.56
C 3.983 1.003 0.328 0.1 -0.2 0.1 -0.73
C 0.794 -4.011 -3.176 0.0 0.1 0.1 -0.06
C -2.471 -2.053 -2.166 0.2 0.3 0.3 -0.39
C -1.954 -1.226 -1.116 -0.7 0.0 -0.2 -0.29
C 4.604 0.737 -2.121 -0.1 -0.3 0.0 1.71
C 1.477 -3.047 -2.447 0.0 -0.1 -0.1 0.46
C 1.571 3.600 0.568 0.0 0.0 -0.1 0.50
C -0.633 -4.682 1.670 0.0 0.0 0.1 -1.69
C 0.036 -5.048 -1.160 0.0 0.1 0.0 -0.34
C 4.392 1.586 -0.879 0.1 0.2 -0.2 1.19
C 4.223 1.653 1.550 0.1 0.0 -0.3 1.33
C 3.629 -2.488 -0.291 0.1 0.2 0.0 -1.29
C 3.730 1.688 4.059 -0.3 0.0 0.1 -1.71
C -1.347 4.852 0.747 -0.1 -0.1 0.1 -1.34
C 4.670 2.971 1.519 0.3 -0.1 -0.1 -0.22
C 3.579 -2.556 -3.734 0.0 0.0 0.1 -1.74
C 4.331 -1.399 0.058 -0.2 -0.1 0.0 -1.37
C 4.831 2.905 -0.864 0.0 0.0 0.0 -0.58
C 1.033 2.301 -2.478 0.1 -0.1 0.0 -0.59
C 4.220 0.898 2.852 0.0 -0.2 0.1 1.52
C 1.432 -3.107 -1.044 0.3 0.0 -0.1 -0.03
C 4.928 3.611 0.322 0.1 0.0 0.0 -1.54
C 4.213 1.362 -3.453 -0.1 0.0 0.0 -1.44
C -2.741 -0.797 -0.071 0.1 0.0 -0.1 1.26
C 1.483 -1.334 -4.321 0.0 0.0 0.0 -1.82
C 0.710 -4.103 -0.389 0.0 -0.1 -0.1 0.04
C -4.120 -1.191 0.003 0.4 0.1 0.0 -0.16
C 1.770 3.958 2.041 -0.1 -0.1 0.1 -0.72
B 2.093 -0.804 0.096 0.0 1.1 0.3 2.94
H 2.799 -4.800 1.253 0.1 0.0 0.0 0.29
H 5.139 3.373 -1.786 0.0 0.1 -0.1 0.36
H -1.047 2.309 -1.837 0.1 0.0 0.0 0.40
H 2.525 -1.202 -2.456 -0.1 -0.1 -0.2 -1.62
H 4.363 2.551 4.260 0.1 0.1 0.0 0.39
H 4.850 3.493 2.447 0.0 0.0 0.1 0.25
H 3.375 -3.341 -4.460 0.0 -0.1 -0.1 0.40
H 6.022 -0.230 2.323 0.0 -0.1 -0.2 0.27
H 2.697 2.031 3.946 0.3 -0.1 0.1 0.28
H 4.538 0.706 -4.260 0.0 0.0 -0.1 0.44
H -0.540 5.355 1.272 0.1 0.0 0.1 0.29
H 1.302 1.260 -2.276 -0.1 0.1 0.0 -0.46
H 4.039 -0.194 -1.995 0.2 0.3 -0.1 -0.78
H 0.751 2.383 -3.527 0.0 0.0 0.0 0.61
H 6.443 -0.067 -1.247 0.0 0.0 0.1 0.32
H -0.529 -5.825 -0.671 -0.1 -0.1 0.0 0.34
H 5.391 -1.286 0.155 0.2 0.0 0.1 0.39
H 3.764 1.054 4.944 0.0 0.0 0.1 0.39
H -0.216 3.868 -1.725 -0.1 -0.1 0.0 0.69
H 6.330 1.233 3.250 0.0 0.0 0.0 0.36
H 5.667 -0.198 4.044 0.0 -0.1 0.1 0.46
H 2.468 3.138 0.148 -0.2 0.1 0.0 -0.94
H 2.055 -0.505 -4.739 0.0 0.1 0.0 0.41
H 6.283 -0.340 -2.980 0.0 -0.1 -0.1 0.45
H -1.460 -4.084 1.296 -0.1 0.1 -0.1 0.35
H -1.330 3.074 1.992 0.0 0.0 -0.1 0.43
H -0.826 -5.722 1.415 0.0 -0.1 0.0 0.46
H 0.521 -0.952 -3.988 -0.1 0.0 0.1 0.24
H 3.141 1.499 -3.559 0.0 0.0 0.0 0.13
H 1.296 -2.036 -5.130 0.0 -0.1 -0.1 0.49
H -2.284 5.235 1.150 0.0 0.0 0.0 0.44
H 6.694 1.262 -2.367 0.1 0.1 0.0 0.41
H 1.668 -6.152 1.186 0.0 -0.1 0.0 0.36
H -0.459 -5.746 -3.119 0.0 -0.1 0.0 0.37
H 5.269 4.635 0.316 0.0 0.1 0.0 0.45
H 0.817 -3.977 -4.254 0.0 0.0 -0.2 0.39
H 2.523 3.316 2.496 -0.3 0.2 -0.1 -0.58
H 0.933 -3.229 1.505 0.0 0.2 0.1 -2.22
H 3.586 0.029 2.721 -0.2 -0.2 0.0 -0.96
H 4.195 -2.977 -2.944 0.0 0.0 0.1 0.33
H 1.366 4.497 -0.029 0.0 -0.1 0.1 0.90
H 1.928 2.901 -2.324 0.1 0.0 0.0 0.32
H 4.697 2.324 -3.613 0.1 0.1 0.0 0.36
H -2.161 2.855 0.474 0.0 0.0 0.0 0.58
H 1.838 -5.211 2.670 0.0 0.0 0.1 0.42
H -1.305 5.144 -0.299 0.0 0.0 -0.1 0.32
H 0.855 3.868 2.631 0.0 0.1 -0.1 0.46
H 2.114 4.987 2.130 0.1 0.0 0.0 0.35
H 4.156 -1.779 -4.236 0.0 0.1 0.0 0.43
H 3.981 -3.469 -0.548 0.1 -0.2 0.0 0.73
H -0.629 -4.612 2.756 0.0 0.0 0.1 0.44

***

Entry 2:
22
Properties=species:S:1:pos:R:3:forces:R:3:mulliken_charge:R:1 method="wB97M-V/def2-TZVPD" s_squared=6.024 lumo_ev="0.43 / -1.40" max_force_ev_per_a=6.97 homo_lumo_gap_ev="5.96 / 6.71" energy_ha=-908.97187 spin_multiplicity=5 e_above_lowest_kcal_mol=0.0 e_homo_ha="-0.2030 / -0.2978"
Os 0.032 0.030 -0.223 -2.2 0.9 3.2 0.97
S 3.463 0.381 3.001 0.4 0.0 0.2 -0.43
N 1.420 0.227 -1.199 5.5 0.4 -4.3 -0.35
N 1.116 0.136 1.529 1.0 0.0 1.6 -0.66
C -1.868 -1.262 0.465 0.8 -0.1 -0.6 -0.40
C 2.123 0.228 2.163 -1.2 -0.1 -0.9 0.52
C -0.685 -2.066 0.511 -1.4 -1.3 -0.1 -0.52
C 0.214 2.191 -0.559 -1.9 1.6 0.2 -0.75
C -0.937 -1.258 -1.668 -1.0 -0.6 0.4 -0.49
C -2.027 -0.761 -0.876 -0.9 -1.8 -0.3 -0.59
C -0.101 -2.077 -0.800 -0.7 0.2 0.3 -0.50
C -1.133 1.849 -0.239 0.6 1.2 -0.3 -0.68
H 0.385 2.496 -1.590 0.3 -0.4 0.2 0.34
H 0.790 -2.610 -1.096 -0.1 0.1 0.0 0.44
H -2.548 -1.085 1.284 0.1 0.1 0.0 0.40
H -1.846 1.798 -1.067 0.1 0.2 0.5 0.39
H -2.823 -0.121 -1.230 0.1 -0.2 0.1 0.61
H -0.296 -2.575 1.387 -0.1 0.2 -0.2 0.41
H -0.784 -1.075 -2.720 0.0 -0.1 0.0 0.43
H 0.839 2.686 0.185 0.0 -0.5 -0.1 0.32
H -1.510 2.002 0.774 -0.1 0.0 -0.3 0.32
H 2.375 0.450 -1.408 0.4 0.2 0.2 0.20

***

Entry 3:
13
Properties=species:S:1:pos:R:3:forces:R:3:mulliken_charge:R:1 method="wB97M-V/def2-TZVPD" lumo_ev=0.87 max_force_ev_per_a=3.45 homo_lumo_gap_ev=9.92 energy_ha=-915.43777 spin_multiplicity=1 e_above_lowest_kcal_mol=24.6 e_homo_ha=-0.3326
S -2.402 -0.716 0.086 -1.6 1.1 -0.4 -0.24
S 2.826 -0.582 -0.056 1.6 1.1 1.2 -0.21
C 0.074 -0.391 0.224 -0.1 3.1 1.4 -0.93
C 1.365 0.397 0.363 0.0 0.4 -1.0 -0.43
C -1.085 0.476 -0.305 -0.2 0.6 -0.7 -0.53
H -0.949 0.650 -1.418 -0.3 -0.4 1.2 0.29
H 1.358 1.132 -0.445 -0.1 0.4 0.3 0.31
H 1.470 0.944 1.319 0.0 -0.6 -0.4 0.35
H 2.226 -1.599 -0.545 -0.9 -1.4 -0.7 0.09
H -0.245 -0.815 1.155 0.2 -0.3 0.6 0.39
H -3.470 0.134 -0.017 0.4 -0.6 -0.1 0.13
H 0.119 -1.144 -0.471 0.6 -2.0 -1.6 0.42
H -1.288 1.513 0.110 0.5 -1.5 0.1 0.37

***

Entry 4:
84
Properties=species:S:1:pos:R:3:forces:R:3:mulliken_charge:R:1 method="wB97M-V/def2-TZVPD" s_squared=2.021 lumo_ev="-1.75 / -4.27" max_force_ev_per_a=3.97 homo_lumo_gap_ev="4.98 / 2.45" energy_ha=-2565.99844 spin_multiplicity=3 e_above_lowest_kcal_mol=130.2 e_homo_ha="-0.2474 / -0.2472"
Pt -0.340 0.963 -4.069 -2.1 -1.9 2.8 0.94
P -1.750 -0.564 -2.772 -2.3 -0.4 1.8 0.26
P 1.603 -1.037 -2.796 1.0 1.9 0.7 0.05
O -0.496 -0.832 0.837 0.0 0.6 -0.1 -0.60
O -2.880 2.144 2.272 0.2 -0.1 -0.5 -0.76
O -1.834 0.947 0.449 0.6 -0.7 0.2 -0.61
N 3.545 0.008 -3.328 -0.3 -0.2 0.2 0.13
N -3.261 0.628 -2.961 -0.4 0.3 -0.7 0.89
N 2.414 -2.058 -1.784 0.9 -0.7 1.0 0.72
N -2.706 -1.345 -1.456 0.9 -1.0 -0.7 0.76
C 4.725 -0.317 -3.972 0.2 0.5 -0.7 -0.74
C -1.745 -0.829 4.912 0.1 -0.1 -0.2 -0.73
C -1.289 0.051 1.220 -0.2 0.0 -0.2 0.85
C -2.130 -2.380 -0.710 -0.7 -0.2 -0.3 -0.46
C -0.307 -0.404 -6.804 0.3 -0.2 0.0 -1.46
C -1.287 0.074 -5.765 -1.2 0.7 -1.5 -0.52
C -4.076 2.737 -3.309 0.2 -0.7 0.2 -0.59
C 0.152 1.260 -2.041 1.3 1.2 0.4 -2.04
C -1.150 2.575 -6.455 -0.2 0.5 0.0 -0.96
C 0.983 0.433 -6.796 -0.1 -0.4 -0.4 -1.01
C -2.800 1.317 4.503 0.1 -0.2 -0.4 -0.62
C 4.817 1.910 -3.567 -1.0 -0.8 0.4 -0.63
C 5.515 0.834 -4.172 -0.9 -1.0 0.3 -0.66
C -2.468 1.221 3.129 0.2 -0.6 0.2 0.38
C -1.699 0.106 2.667 -0.3 0.5 0.4 0.02
C -4.910 1.807 -4.003 0.6 0.0 0.3 -0.95
C -0.985 -2.174 -3.519 0.2 -0.1 -0.1 -1.23
C 0.573 -2.259 -3.704 0.5 -0.7 -1.3 -1.01
C -3.096 1.992 -2.666 -0.3 0.0 -0.7 -0.31
C -2.459 0.289 5.371 0.1 -0.1 -0.2 -0.27
C -1.354 -0.901 3.571 -0.1 0.3 0.2 -0.35
C 2.750 -1.689 -0.463 0.7 -0.8 -0.4 -0.54
C -4.374 -2.486 -0.405 0.6 1.4 -1.2 -0.83
C -4.392 0.531 -3.780 1.3 0.3 0.4 -0.70
C 3.860 -2.418 -0.095 -0.7 0.3 -0.9 -0.62
C 4.258 -3.223 -1.229 -0.7 0.6 -0.5 -0.73
C 3.642 1.358 -3.034 0.2 0.5 -0.6 -0.57
C 1.281 1.032 -5.441 1.0 1.7 -0.1 0.51
C 3.384 -2.961 -2.259 0.0 -0.3 1.3 -0.43
C 0.921 2.344 -4.997 1.6 0.0 -0.9 -0.10
C -4.090 -1.419 -1.254 -0.5 -0.8 0.8 -0.62
C 0.084 3.271 -5.836 -0.3 0.4 0.3 -1.16
C -3.122 -3.095 -0.075 0.8 0.4 -0.4 -0.86
C -1.672 1.436 -5.611 -0.4 -1.3 -1.7 -0.08
H -5.797 2.042 -4.576 0.1 -0.1 0.1 0.45
H -3.341 2.199 4.843 0.1 -0.2 -0.1 0.41
H -1.469 -2.279 -4.503 0.3 -0.1 0.3 0.60
H -0.407 2.155 -1.755 0.0 0.0 0.0 0.82
H 0.692 3.755 -6.611 0.0 -0.2 0.1 0.41
H -2.058 -0.663 -5.525 0.2 0.3 0.1 1.29
H -1.965 3.313 -6.479 0.3 -0.2 -0.3 0.41
H 2.886 1.882 -2.471 0.0 -0.1 -0.1 0.45
H -5.357 -2.786 -0.082 0.0 0.1 0.0 0.45
H -2.335 2.318 -1.985 0.1 -0.1 0.1 0.11
H -4.767 -0.437 -4.077 0.1 0.1 -0.1 0.61
H -0.099 0.443 -1.339 0.0 0.5 -0.3 0.36
H 6.466 0.878 -4.690 -0.2 -0.1 0.2 0.41
H -1.061 -2.511 -0.740 -0.1 0.0 0.3 0.46
H 5.098 -3.895 -1.283 0.0 0.0 0.0 0.45
H -2.966 -3.966 0.546 0.0 0.2 0.0 0.45
H -2.499 1.758 1.319 -0.3 0.3 0.7 0.43
H -0.043 -1.452 -6.586 -0.2 0.3 -0.1 0.37
H 1.216 1.479 -1.947 -0.3 0.1 0.4 -0.01
H 0.937 -3.251 -3.395 -0.4 0.2 -0.1 0.67
H 2.233 0.691 -5.035 -0.4 -0.2 0.4 0.18
H 4.359 -2.384 0.857 -0.1 0.0 0.1 0.47
H -4.180 3.817 -3.263 -0.1 -0.4 0.1 0.48
H -1.483 -1.641 5.594 -0.1 0.3 -0.2 0.36
H 5.105 2.957 -3.521 0.0 -0.3 0.1 0.44
H -1.323 -3.010 -2.888 0.1 0.5 -0.2 0.92
H 2.092 -1.015 0.065 0.1 0.0 0.1 0.52
H -0.765 -1.736 3.192 -0.2 0.1 0.1 0.40
H -0.758 -0.418 -7.810 0.0 0.1 0.3 0.42
H 1.807 -0.242 -7.066 -0.1 0.3 0.1 0.45
H -2.755 0.352 6.420 0.1 0.0 -0.3 0.35
H -0.955 2.245 -7.486 -0.1 0.1 0.3 0.32
H -2.695 1.574 -5.258 0.3 0.0 0.5 0.41
H -4.743 -0.688 -1.694 0.0 -0.1 0.2 0.46
H 4.953 -1.334 -4.258 -0.1 0.1 0.0 0.41
H 0.838 -2.146 -4.765 -0.2 -0.1 0.1 0.25
H 3.285 -3.350 -3.258 0.2 -0.1 0.0 0.48
H -0.260 4.081 -5.178 0.0 -0.1 -0.2 0.35
H 1.629 2.794 -4.290 -0.4 -0.1 -0.3 0.62
H 0.953 1.210 -7.568 0.0 0.0 0.2 0.36